# C22H24N6O2RuS2

A structure of composition C22H24N6O2RuS2 (ωB97M-V with the def2-TZVPD basis set, OMol25).

```
57
C22H24N6O2RuS2 | OMol25 | ωB97M-V with the def2-TZVPD basis set
C 2.140 -1.676 -4.746
H -2.458 -2.729 1.976
N -3.131 0.589 1.101
C -3.192 1.831 0.609
C -6.332 1.387 1.180
H -4.331 3.227 -0.279
H 3.514 -1.885 -6.359
H 1.751 -2.660 4.812
Ru -0.259 1.354 1.170
C -0.414 -0.847 2.964
H -3.729 -1.509 2.126
C -2.766 -1.832 2.514
H 3.546 0.183 -1.119
C 2.873 -2.373 -3.779
H 3.680 -3.018 -4.083
C 1.523 0.376 3.380
H -6.128 2.032 -0.873
H 2.021 -1.040 -6.780
H -6.618 2.367 1.552
C 2.578 -2.241 -2.435
N 0.315 0.282 2.813
C -5.551 1.499 -0.113
C 2.369 3.299 0.843
N -1.900 0.262 1.563
H -0.513 -2.815 3.795
H 3.145 -2.769 -1.689
C 1.106 -0.833 -4.329
O -0.185 -1.931 -0.179
H 2.017 -2.786 -6.546
H 3.043 -0.534 4.555
C 0.796 -0.698 -2.997
H -0.009 -0.045 -2.684
H -2.851 -2.086 3.571
C 3.242 1.065 -0.584
H -5.760 0.869 1.945
S -1.811 2.923 0.737
C 2.442 -1.847 -6.188
C 2.066 -0.654 4.120
O 2.201 -1.714 0.450
H 5.082 2.124 -0.805
H 2.050 1.315 3.242
N 1.564 2.258 0.674
S 1.095 -1.315 -0.369
C 3.653 3.279 0.304
C 1.340 -1.826 4.265
C 1.970 1.181 -0.039
C 4.084 2.151 -0.396
N 0.856 0.333 -0.130
C 0.075 -1.919 3.695
N -4.320 2.272 0.050
H -7.242 0.821 0.989
H 0.545 -0.280 -5.063
H -5.271 0.521 -0.516
C 1.533 -1.400 -2.060
C -1.728 -0.807 2.302
H 1.986 4.134 1.415
H 4.298 4.131 0.431
```

Output
E = -2222.463602 hartree
HOMO-LUMO gap (spin up / spin down) = 0.1847 / 0.1835 Ha
total charge = +2
relative energy (zero: lowest compared OMol25 entry of this formula, charge and spin) = 0.0 kJ/mol
HOMO level (spin up / spin down) = -0.524 / -0.524 hartree

# C22H24N6O3OsS3Si

A structure of composition C22H24N6O3OsS3Si (ωB97M-V with the def2-TZVPD basis set, OMol25).

```
60
C22H24N6O3OsS3Si | OMol25 | ωB97M-V with the def2-TZVPD basis set
O 2.244 -0.128 2.284
H 1.094 3.325 -4.421
Os -0.467 0.803 -0.333
H -1.554 -0.447 -3.040
H 1.117 5.148 1.715
C 0.452 2.386 1.347
H -2.509 0.568 1.237
H 0.078 -3.528 -0.554
C -0.053 -3.971 -2.636
C -0.314 -2.631 2.008
N 2.853 -1.151 -0.171
C -0.224 -3.172 -1.528
C -2.531 -0.375 1.809
C 2.618 -0.372 -1.226
C 0.430 1.873 -2.929
H 0.106 -3.533 1.567
S 1.154 0.584 2.905
C 1.586 1.077 -2.603
H -0.748 -2.918 2.967
C -0.905 -2.218 -4.042
C -1.743 2.356 -2.650
H -3.252 1.476 -1.599
C 2.557 4.025 4.589
C 2.277 2.663 4.499
H 0.496 -1.941 2.213
H 2.421 5.953 3.674
C 2.174 4.905 3.582
H 0.348 -4.967 -2.512
N 0.193 1.097 1.613
C 1.621 2.230 3.373
S 3.758 -0.224 -2.550
O 0.384 -0.098 3.885
S -1.277 3.524 -3.837
H -3.580 -0.607 1.991
C -2.930 -3.110 0.397
H 3.741 -1.622 -0.109
H -0.295 -4.147 -4.765
H -1.183 -1.855 -5.022
H -2.453 -4.018 0.030
C -0.748 -1.868 -1.647
C -0.402 -3.507 -3.901
N -0.747 1.568 -2.259
H 3.073 4.403 5.460
H 2.983 1.333 -4.272
H -3.587 -2.738 -0.390
N 1.542 0.362 -1.417
N -0.949 -1.069 -0.539
H 2.562 1.978 5.285
H 2.403 -0.935 0.715
Si -1.667 -1.842 0.969
H -3.556 -3.393 1.245
C -1.084 -1.414 -2.938
O 0.060 2.816 0.227
H -2.064 -0.186 2.776
C 2.712 0.892 -3.328
C 0.326 2.894 -3.804
H -3.721 2.857 -2.536
C 1.463 4.460 2.474
C 1.192 3.105 2.378
N -3.005 2.221 -2.227
```

Output
E = -2981.256577 hartree
HOMO-LUMO gap (spin up / spin down) = 0.2058 / 0.2057 Ha
total charge = +2
relative energy (zero: lowest compared OMol25 entry of this formula, charge and spin) = 169.9 kJ/mol
HOMO level (spin up / spin down) = -0.505 / -0.505 hartree

# C22H24N6O3S2

An isolated molecule of C22H24N6O3S2 (ωB97M-V with the def2-TZVPD basis set, OMol25).

```
57
C22H24N6O3S2 | OMol25 | ωB97M-V with the def2-TZVPD basis set
H -4.083 -3.430 -0.586
H 6.982 0.018 0.485
C -0.033 1.741 0.612
O -2.551 -1.456 -1.489
H -0.307 2.225 3.111
N 1.771 -1.398 -1.148
C -4.447 1.700 -0.440
C 1.940 -1.617 0.111
H -0.785 -0.210 3.082
H 0.364 -0.089 -3.171
C -3.597 1.773 0.651
O 5.366 -1.619 0.923
C 0.123 -1.125 -2.931
N -1.181 1.818 1.309
C -0.417 -1.569 -0.474
C 4.334 0.037 -0.508
C -3.788 -1.850 0.842
C -1.868 -1.588 -0.500
H -3.989 1.823 1.655
C -2.235 1.771 0.406
S 3.768 1.368 0.655
H 3.542 -0.061 -1.252
H 5.463 1.193 -1.890
H -0.933 -1.304 -3.099
C -2.604 1.630 -1.997
N 1.200 1.695 1.082
H -4.237 -1.089 0.194
N 1.893 1.537 -1.193
H -5.514 1.694 -0.272
C 2.106 1.552 0.112
C -1.574 0.492 3.341
H -3.804 -3.993 1.070
N 3.143 -1.715 0.741
H 5.986 -0.491 -1.736
H 3.173 -2.302 1.566
H 0.731 -1.768 -3.564
C 0.468 -1.369 -1.511
H -2.051 2.582 3.023
H -2.217 1.567 -3.001
S 0.447 -1.821 1.021
N 0.677 1.630 -1.665
H -5.366 -3.286 0.622
C -0.310 1.691 -0.797
O -2.369 -1.760 0.737
C -1.272 1.865 2.748
C -1.737 1.706 -0.918
C -4.293 -3.234 0.462
H -2.514 0.106 2.956
H -1.638 0.564 4.423
H 6.429 1.690 0.359
C 4.380 -1.170 0.399
H -4.007 -1.628 1.889
H -4.660 1.560 -2.562
C 5.657 0.389 -1.177
C -3.962 1.627 -1.742
H 7.651 1.078 -0.760
C 6.751 0.820 -0.209
```

Output
E = -2203.431292 hartree
HOMO-LUMO gap = 0.2933 Ha
total charge = 0
HOMO level = -0.307 hartree
SMILES = CCOC(=O)c1sc(NC(=O)[C@H](CC)Sc2nnc3c4ccccc4n(CC)c3n2)nc1C